Computed, not measured: a structure of composition C49H35AuBrN3O3S2, with ωB97M-V/def2-TZVPD.

Output
Relative energy (zero: lowest compared OMol25 entry of this formula, charge and spin) = 0.00 kJ/mol
Net charge = +2
E_LUMO = -7.33 eV
Frontier orbital gap = 4.518 eV
Highest occupied orbital energy = -11.9 eV

```
94
Properties=species:S:1:pos:R:3:forces:R:3
Au -0.5270 -0.2030 -0.2813 -0.20 -0.11 0.28
C 6.7025 -6.0945 -1.2280 0.03 -0.01 0.01
C 5.5841 -5.1521 -0.8857 -0.03 0.01 0.00
C 5.7493 -3.7742 -0.9927 0.00 0.02 -0.02
C 4.7131 -2.9044 -0.6848 0.02 0.04 -0.01
C 3.4946 -3.4223 -0.2813 -0.08 -0.14 0.00
C 3.3067 -4.7911 -0.1473 0.07 0.03 0.07
C 4.3522 -5.6440 -0.4517 0.01 0.01 0.00
S 2.1313 -2.3449 0.1448 0.29 0.12 0.08
O 1.2556 -3.0997 1.0662 -0.23 0.05 0.04
C 1.3724 -2.2846 -1.4936 0.00 0.04 -0.15
C 2.0101 -1.3814 -2.3854 -0.08 -0.03 0.03
C 1.5531 -1.2314 -3.6569 0.02 -0.02 -0.04
C 0.4365 -1.9770 -4.1143 0.02 0.04 0.02
C -0.0437 -1.8408 -5.4385 -0.02 0.01 0.00
C -1.1181 -2.5668 -5.8653 0.00 0.00 -0.01
C -1.7618 -3.4608 -4.9842 0.02 -0.03 0.02
C -1.3214 -3.6113 -3.6999 0.09 -0.09 -0.10
C -0.2062 -2.8731 -3.2280 -0.01 -0.01 0.04
C 0.2702 -3.0064 -1.8819 0.00 0.03 0.06
C -0.4408 -3.9749 -0.9895 0.03 0.07 -0.04
C -0.0984 -5.3574 -1.0826 0.06 0.05 0.00
C 0.9524 -5.8061 -1.9230 -0.14 -0.09 -0.12
C 1.2769 -7.1311 -1.9787 -0.04 0.03 -0.03
C 0.5695 -8.0748 -1.2035 0.02 -0.01 0.00
C -0.4435 -7.6706 -0.3836 0.01 0.00 0.01
C -0.7999 -6.3036 -0.2995 0.00 0.00 0.02
C -1.8353 -5.8651 0.5627 -0.01 -0.03 -0.01
C -2.1574 -4.5480 0.6496 0.02 0.00 -0.02
C -1.4548 -3.6120 -0.1446 -0.05 -0.06 0.07
S -1.9864 -1.9345 0.1270 0.08 -0.04 -0.23
O -2.4588 -1.8112 1.5063 -0.05 -0.03 0.04
C -3.3737 -1.7724 -0.9697 0.03 0.05 0.00
C -4.6406 -1.8995 -0.4287 -0.04 -0.08 -0.02
C -5.7365 -1.7984 -1.2746 0.00 -0.01 0.04
C -5.5782 -1.5704 -2.6377 0.05 0.00 -0.02
C -6.7647 -1.4672 -3.5520 -0.03 0.00 -0.01
C -4.2842 -1.4302 -3.1465 -0.04 0.00 0.03
C -3.1795 -1.5232 -2.3215 -0.02 0.12 0.02
H 7.6562 -5.5735 -1.2931 0.00 0.00 0.00
H 6.5189 -6.5760 -2.1902 -0.01 0.00 0.00
H 6.7937 -6.8828 -0.4811 0.00 0.00 0.00
H 6.7061 -3.3752 -1.3062 0.00 0.00 0.00
H 4.8685 -1.8334 -0.7448 -0.01 0.00 0.00
H 2.3560 -5.1695 0.2074 0.09 0.03 0.05
H 4.2146 -6.7133 -0.3439 0.00 -0.01 0.00
H 2.8766 -0.8249 -2.0475 0.00 0.00 0.04
H 2.0487 -0.5551 -4.3430 0.00 0.00 -0.01
H 0.4643 -1.1592 -6.1096 0.00 0.00 0.00
H -1.4743 -2.4664 -6.8819 0.00 0.00 0.00
H -2.6113 -4.0340 -5.3314 0.00 -0.01 0.00
H -1.8269 -4.2972 -3.0333 0.00 -0.01 0.00
H 1.5035 -5.0896 -2.5185 0.00 -0.01 0.00
H 2.0814 -7.4634 -2.6213 0.00 0.00 -0.01
H 0.8364 -9.1215 -1.2631 -0.01 0.00 0.01
H -0.9880 -8.3885 0.2165 0.00 0.00 0.00
H -2.3639 -6.5955 1.1620 0.01 0.00 0.01
H -2.9232 -4.2041 1.3307 0.00 0.01 0.01
H -4.7625 -2.0719 0.6325 0.00 0.01 0.00
H -6.7330 -1.9007 -0.8640 0.00 0.00 0.00
H -7.6975 -1.6209 -3.0132 0.00 0.00 0.00
H -6.7065 -2.2112 -4.3474 0.01 0.00 0.00
H -6.8045 -0.4858 -4.0269 0.00 0.00 0.00
H -4.1425 -1.2455 -4.2047 0.00 0.00 0.00
H -2.1827 -1.4061 -2.7307 -0.08 0.06 0.06
Br 6.6486 8.9195 2.7864 0.01 0.01 0.01
C 4.9348 8.2011 2.8293 -0.03 -0.04 0.00
C 4.7869 6.8062 2.9197 0.05 0.03 0.02
C 3.5333 6.2554 2.9398 -0.02 -0.02 0.03
C 2.4208 7.1111 2.8687 -0.04 0.16 0.02
C 2.5684 8.5039 2.8115 0.00 -0.02 -0.02
C 3.8315 9.0513 2.7832 0.01 -0.02 0.02
N 1.1065 6.6765 2.8544 -0.27 -0.20 0.03
N 0.8065 5.5124 2.8915 0.58 -0.01 -0.05
C 0.5770 4.2818 2.7098 -0.36 0.08 -0.02
C 0.3700 3.4118 3.8704 0.05 0.04 -0.03
C 0.2697 2.0962 3.6991 -0.01 -0.05 0.00
C 0.3528 1.4659 2.3618 0.02 0.03 0.01
O 0.4913 0.2794 2.2343 0.00 -0.04 -0.03
C 0.2841 2.3853 1.1663 -0.02 0.01 0.04
N 0.0818 1.8429 -0.0397 0.21 0.04 -0.26
C 0.0490 2.6431 -1.1107 0.00 -0.05 0.02
C 0.2034 4.0183 -1.0243 0.00 0.03 0.01
C 0.3891 4.5913 0.2165 0.01 -0.05 -0.07
C 0.4317 3.7578 1.3305 0.02 0.03 0.07
H 5.6674 6.1836 2.9884 -0.01 -0.01 -0.02
H 3.4131 5.1836 3.0370 -0.01 0.00 -0.04
H 1.6815 9.1231 2.7893 0.01 0.02 -0.02
H 3.9738 10.1212 2.7349 -0.01 0.00 -0.01
H 0.3397 3.8837 4.8435 0.01 -0.04 0.02
H 0.1581 1.4072 4.5265 0.00 0.04 0.03
H -0.1200 2.1612 -2.0639 0.01 0.00 0.00
H 0.1581 4.6169 -1.9224 0.00 0.01 0.01
H 0.4808 5.6660 0.3116 0.01 0.00 0.02
```
Positions in Å, forces in eV/Å.

=====

Computed, not measured: a cluster of 2 separate species, C5H13N in total at a distorted geometry, with ωB97M-V/def2-TZVPD.

Output
Spin multiplicity = 2
Relative energy (zero: lowest compared OMol25 entry of this formula, charge and spin) = 202.85 kJ/mol
Net charge = -1
E_LUMO (spin up / spin down) = 3.38 / 3.34 eV
Frontier orbital gap (spin up / spin down) = 2.716 / 6.159 eV
Highest occupied orbital energy (spin up / spin down) = 0.7 / -2.8 eV

```
19
Properties=species:S:1:pos:R:3:forces:R:3
C 0.3732 0.9146 -0.7882 2.51 -1.12 2.06
C 0.6333 2.3259 -1.1721 -1.36 0.54 -2.85
C 1.2117 3.1668 -0.1306 0.02 0.70 1.09
H 1.3828 0.4220 -0.4257 -1.66 0.79 -0.93
H 0.0410 0.3466 -1.6315 -0.65 -0.62 -0.04
H -0.2095 0.8334 0.1567 -0.26 -0.08 -0.99
H -0.3351 2.8609 -1.3858 0.52 -0.75 -0.39
H 1.2202 2.3898 -2.1455 -0.52 -0.21 1.09
H 1.5232 4.1180 -0.6728 -0.25 -0.76 1.74
H 0.4255 3.1832 0.6715 0.57 1.13 -0.61
H 1.9705 2.6060 0.3980 1.07 0.37 -0.17
C -1.7889 -2.3240 1.3033 0.42 -2.07 0.46
C -0.0267 -3.7661 0.5469 0.88 -0.17 -3.02
N -0.6047 -3.1694 1.5451 -0.84 1.49 1.19
H -2.4456 -2.5641 0.4318 0.72 0.04 -0.23
H -1.4811 -1.2681 1.2639 -0.35 0.14 0.14
H -2.4231 -2.6160 2.1419 -0.36 1.05 0.35
H 1.0955 -3.6938 0.3475 -0.72 -0.34 0.62
H -0.5621 -3.7657 -0.4545 0.25 -0.11 0.48
```
Positions in Å, forces in eV/Å.

=====

Computed, not measured: a structure of composition C35H54BaN6O10P2, with ωB97M-V/def2-TZVPD.

Output
Relative energy (zero: lowest compared OMol25 entry of this formula, charge and spin) = 29.88 kJ/mol
Net charge = 0
E_LUMO = 0.18 eV
Frontier orbital gap = 6.913 eV
Highest occupied orbital energy = -6.7 eV

```
108
Properties=species:S:1:pos:R:3:forces:R:3
Ba -0.7863 -0.2167 -0.8204 -0.59 0.09 -0.54
C -0.0534 1.5405 -5.7515 0.01 0.00 0.01
N -0.6926 2.4387 -4.8046 0.02 -0.01 0.00
C -1.8702 3.1319 -5.2954 -0.01 0.02 0.01
C -0.4474 2.2794 -3.4871 -0.07 0.01 -0.05
O 0.4247 1.5432 -3.0457 0.08 -0.04 0.06
C -1.3199 3.0869 -2.5275 -0.02 -0.03 -0.02
O -0.9491 2.6573 -1.2448 -0.02 -0.05 0.15
C -1.7732 3.0964 -0.1949 0.08 -0.05 0.00
C -1.1232 2.5641 1.0760 0.07 0.01 0.15
O -0.1136 1.8518 1.0048 0.13 -0.02 0.03
N -1.6375 2.9962 2.2335 -0.04 -0.01 0.01
C -1.0897 2.5313 3.4960 0.00 0.01 0.00
C -2.9186 3.6852 2.2831 0.00 0.00 0.00
H -0.7691 0.7954 -6.1090 0.00 0.01 0.01
H 0.3200 2.1102 -6.6036 0.00 0.00 -0.01
H 0.7700 1.0351 -5.2576 0.00 0.00 -0.01
H -1.6779 3.4589 -6.3169 -0.01 -0.01 0.00
H -2.7439 2.4737 -5.2919 0.01 0.01 -0.01
H -2.0807 4.0198 -4.7036 0.00 0.01 0.01
H -1.1385 4.1642 -2.6411 0.00 0.00 -0.01
H -2.3737 2.8713 -2.7257 0.01 0.02 0.02
H -1.8292 4.1925 -0.1586 0.01 0.00 -0.01
H -2.7828 2.6836 -0.2897 -0.03 0.03 -0.02
H -0.1060 2.1066 3.3224 0.00 0.00 0.00
H -1.0071 3.3732 4.1849 0.00 0.00 0.00
H -1.7343 1.7623 3.9256 0.00 0.00 0.00
H -3.6450 3.2152 1.6205 -0.01 -0.01 -0.01
H -3.3085 3.6050 3.2951 0.00 0.01 0.00
H -2.8204 4.7442 2.0329 -0.01 0.00 0.00
C -6.1091 2.2790 -1.9213 -0.01 0.00 0.00
C -6.6071 2.4968 -0.6456 -0.01 0.01 -0.01
C -5.9943 1.8769 0.4271 0.01 -0.01 0.02
C -4.8900 1.0440 0.2096 0.03 0.04 -0.03
N -4.4054 0.8530 -1.0236 0.02 -0.01 -0.02
C -5.0062 1.4490 -2.0499 0.01 -0.01 0.03
C -4.1678 0.3884 1.3365 0.01 -0.01 0.02
C -4.8971 0.0054 2.4677 -0.02 -0.01 0.00
C -4.2651 -0.5996 3.5445 0.01 0.00 0.01
C -2.8912 -0.7993 3.4915 -0.16 0.05 -0.06
C -2.1968 -0.3884 2.3585 0.19 -0.03 0.08
C -2.7756 0.2024 1.2271 0.02 -0.01 0.01
H -6.5577 2.7370 -2.7924 0.00 0.00 0.00
H -7.4591 3.1470 -0.4878 0.00 0.00 0.00
H -6.3519 2.0477 1.4339 0.01 -0.01 0.01
H -4.5755 1.2508 -3.0260 -0.01 0.01 -0.01
H -5.9735 0.1414 2.5025 0.00 0.00 -0.01
H -4.8400 -0.9210 4.4047 0.00 0.00 0.00
H -2.3752 -1.2750 4.3196 0.01 0.01 0.00
H -1.1151 -0.5446 2.3783 0.00 -0.02 0.01
C 1.0492 -5.4112 0.0482 0.01 0.00 -0.01
C 1.9745 -4.2453 -0.2136 0.00 -0.01 0.01
C 3.3502 -4.6575 -0.6807 -0.01 0.00 0.01
O 2.1798 -3.4996 1.0491 -0.04 0.02 0.02
P 1.1796 -2.3503 1.4651 0.08 -0.25 0.11
O -0.0942 -2.3620 0.7235 0.10 0.21 0.05
C 2.0777 -0.7854 1.2906 -0.22 0.00 -0.18
P 2.7175 -0.5809 -0.3859 0.43 -0.12 0.08
O 1.8461 -1.2306 -1.3778 -0.14 0.13 0.13
O 4.1471 -1.2654 -0.3779 -0.01 0.11 -0.11
C 5.2678 -0.7568 0.3809 0.04 -0.03 0.02
C 6.3303 -0.2997 -0.5970 -0.02 -0.03 0.00
C 5.7399 -1.8706 1.2921 0.00 -0.01 -0.01
O 2.8659 0.9420 -0.6763 -0.06 0.12 0.03
C 3.4159 2.1785 -0.1430 0.05 -0.02 -0.02
C 2.7582 3.2742 -0.9530 -0.01 -0.02 -0.02
C 3.1758 2.3534 1.3437 -0.03 -0.08 -0.06
O 1.0168 -2.4405 3.0263 0.03 0.02 0.00
C 1.5097 -3.3835 4.0132 -0.03 -0.03 -0.01
C 0.9048 -4.7552 3.7985 0.00 0.03 0.01
C 3.0252 -3.3877 4.0475 0.01 -0.03 0.01
H 0.8696 -5.9399 -0.8888 -0.01 0.00 0.00
H 0.0892 -5.0655 0.4295 0.00 0.00 0.00
H 1.4971 -6.1121 0.7559 0.00 0.00 0.00
H 1.5225 -3.5549 -0.9232 0.00 0.00 -0.01
H 3.8285 -5.2995 0.0624 0.01 0.00 0.00
H 3.9733 -3.7826 -0.8582 0.00 0.00 0.00
H 3.2621 -5.2156 -1.6133 0.00 0.00 0.00
H 2.8736 -0.7329 2.0333 0.00 0.04 0.04
H 1.3503 0.0114 1.4887 0.10 0.06 0.13
H 4.9332 0.0916 0.9858 -0.01 0.03 0.00
H 6.6710 -1.1481 -1.1916 0.00 0.01 0.00
H 7.1842 0.1178 -0.0620 0.00 0.00 0.00
H 5.9355 0.4550 -1.2762 -0.01 0.02 0.00
H 6.0343 -2.7336 0.6935 0.00 0.00 0.01
H 4.9462 -2.1831 1.9713 0.00 0.00 0.00
H 6.5981 -1.5431 1.8799 0.00 0.00 0.00
H 4.4882 2.1440 -0.3512 0.02 -0.01 0.00
H 1.6819 3.2552 -0.7749 -0.01 0.01 -0.01
H 2.9305 3.1170 -2.0166 -0.01 0.00 0.00
H 3.1636 4.2440 -0.6606 -0.01 0.00 0.00
H 2.1073 2.3498 1.5532 -0.05 -0.02 0.02
H 3.5873 3.3158 1.6506 0.00 0.00 -0.03
H 3.6677 1.5854 1.9405 0.00 -0.05 0.03
H 1.1278 -2.9645 4.9445 0.00 0.00 0.00
H 1.3053 -5.2193 2.8988 0.00 -0.01 -0.01
H -0.1787 -4.6835 3.7093 0.00 0.00 0.00
H 1.1413 -5.3918 4.6522 0.00 -0.01 -0.01
H 3.4296 -3.8074 3.1266 0.01 0.01 0.02
H 3.3674 -3.9980 4.8842 0.00 0.00 0.01
H 3.4117 -2.3768 4.1877 0.00 0.00 0.00
O -2.2074 0.3966 -3.0345 -0.03 -0.06 -0.13
N -2.7373 0.0345 -4.1271 -0.02 0.00 0.02
C -2.7444 -1.2656 -4.3672 0.01 0.00 -0.01
C -3.3107 -1.7494 -5.5806 -0.01 0.00 0.01
N -3.7600 -2.1497 -6.5615 0.00 0.00 -0.01
C -2.1409 -2.1342 -3.4117 -0.17 0.19 -0.32
N -1.6055 -2.7209 -2.5820 0.25 -0.24 0.40
```
Positions in Å, forces in eV/Å.

=====

Computed, not measured: an isolated molecule of C8H16OSe at a distorted geometry, with ωB97M-V/def2-TZVPD.

Output
Relative energy (zero: lowest compared OMol25 entry of this formula, charge and spin) = 64.64 kJ/mol
Net charge = 0
E_LUMO (spin up / spin down) = 0.15 / 0.47 eV
Frontier orbital gap (spin up / spin down) = 7.929 / 7.785 eV
Highest occupied orbital energy (spin up / spin down) = -7.8 / -7.3 eV

```
26
Properties=species:S:1:pos:R:3:forces:R:3
C 1.1603 0.4558 0.5416 1.42 -1.57 -2.33
C 0.9606 -2.4507 -0.7793 -0.52 2.72 0.81
C 2.1816 -0.4438 -0.1341 -0.61 0.93 0.29
C -1.1878 -0.3588 -0.7665 -0.29 0.30 0.62
C 3.5895 -0.1301 0.4973 -2.21 -0.16 0.54
C -2.2116 0.6608 1.3411 -1.28 -2.27 2.26
C -2.4272 1.8120 -0.7032 -3.22 0.79 -0.32
C -2.3207 0.4445 -0.1189 -0.81 -1.10 -1.22
O 1.8168 -1.7638 0.0719 1.03 -2.01 0.84
Se -0.9334 -2.0972 -0.1961 0.32 -1.46 0.35
H 0.4218 0.1116 1.1750 -0.97 -0.49 1.33
H 1.3561 1.4276 0.2780 -0.23 2.56 -0.01
H 1.1886 -2.1409 -1.7728 -0.43 0.27 -1.17
H 1.1277 -3.4769 -0.6923 0.09 -1.62 0.40
H 2.2095 -0.2330 -1.2465 0.11 -0.06 0.88
H -1.0838 -0.3951 -1.8322 0.10 0.97 -0.56
H 3.5195 -0.1731 1.6293 0.36 -0.43 -1.44
H 3.7094 0.9035 0.2487 0.56 0.74 -0.13
H 4.3351 -0.7236 0.0040 0.56 -0.37 0.24
H -3.1736 1.0532 1.8132 1.16 -0.63 -0.76
H -1.4713 1.3762 1.5151 1.33 1.14 0.57
H -1.9227 -0.3095 1.8569 -0.38 1.19 -0.27
H -2.7723 1.8059 -1.7478 0.29 0.12 0.22
H -1.5430 2.3566 -0.5946 1.59 0.81 -0.01
H -3.2217 2.3824 -0.0920 1.04 -0.71 -1.04
H -3.3074 -0.0937 -0.2957 1.00 0.34 -0.08
```
Positions in Å, forces in eV/Å.

=====

Computed, not measured: an isolated molecule of C4H9NO2 at a distorted geometry, with ωB97M-V/def2-TZVPD.

Output
Relative energy (zero: lowest compared OMol25 entry of this formula, charge and spin) = 153.03 kJ/mol
Net charge = 0
SMILES = NC(=O)CCCO
E_LUMO = 0.71 eV
Frontier orbital gap = 10.742 eV
Highest occupied orbital energy = -10.0 eV

```
16
Properties=species:S:1:pos:R:3:forces:R:3
N -2.4266 -0.7913 0.1810 0.55 0.18 0.61
C -1.5626 0.0945 -0.4486 0.45 -1.20 0.37
O -1.7787 1.2646 -0.6372 -0.21 0.16 0.01
C -0.2432 -0.5654 -0.8704 0.32 2.30 -1.35
C 0.8783 -0.4928 0.1548 2.51 -2.43 -0.94
C 1.7138 0.7477 0.5465 -0.83 0.36 2.40
O 0.9861 1.9630 0.6983 -0.22 -0.49 -0.16
H -1.9038 -1.5665 0.5809 -0.34 -0.01 -0.22
H -3.0081 -0.3689 0.8946 -0.27 0.13 -0.31
H 0.0483 0.0769 -1.7208 0.06 -0.19 0.14
H -0.2916 -1.5497 -1.3233 -0.46 -0.34 0.46
H 1.7505 -0.9798 -0.3790 -0.95 -0.23 0.20
H 0.7087 -1.2937 0.9254 -0.06 1.41 0.10
H 2.5795 1.0047 -0.0702 -0.14 -0.75 -0.40
H 2.0983 0.4569 1.5729 -0.12 0.63 -1.10
H 0.4509 1.9999 -0.1050 -0.30 0.47 0.21
```
Positions in Å, forces in eV/Å.

=====

Computed, not measured: an isolated molecule of C4H8OS at a distorted geometry, with ωB97M-V/def2-TZVPD.

Output
Relative energy (zero: lowest compared OMol25 entry of this formula, charge and spin) = 70.67 kJ/mol
Net charge = 0
SMILES = O=CCCCS
E_LUMO = 0.89 eV
Frontier orbital gap = 10.094 eV
Highest occupied orbital energy = -9.2 eV

```
14
Properties=species:S:1:pos:R:3:forces:R:3
O 2.3018 0.5157 -1.4244 -0.05 -0.06 0.44
C 1.3153 1.2104 -1.3669 0.80 -0.56 -1.82
C 0.2263 1.0166 -0.3830 0.64 0.54 0.15
C -0.1384 -0.4512 -0.1532 -0.34 1.13 1.54
C -0.8297 -0.5073 1.2236 -0.26 -1.00 -0.50
S -1.6557 -2.1785 1.4730 0.85 0.56 -0.50
H 1.2336 1.9705 -2.1706 -0.34 0.36 0.40
H -0.6244 1.6381 -0.6513 -0.20 -0.08 0.02
H 0.7124 1.5059 0.4815 -0.52 -0.37 0.32
H -0.8358 -0.7472 -0.9287 0.18 -0.43 -0.16
H 0.7610 -1.0560 -0.0596 -0.05 -0.12 -0.61
H -1.5768 0.2822 1.3139 -0.25 -0.29 -0.02
H -0.0903 -0.3253 1.9974 0.06 -0.18 0.15
H -0.7994 -2.8739 0.6482 -0.52 0.49 0.58
```
Positions in Å, forces in eV/Å.

=====

| no. | energy (eV) |
| --- | --- |
| 1 | -157382.6102 |
| 2 | -6882.4192 |
| 3 | -85863.9722 |
| 4 | -75944.2562 |
| 5 | -9878.4746 |
| 6 | -17159.7178 |